DFT (the ωB97M-V functional and the def2-TZVPD basis) results for C22H33F6N4O7PS2Sm as an isolated structure in a non-equilibrium geometry.

Results
expectation value of S²	8.768
ΔE to the lowest compared entry with this formula, charge and spin	0.0	kcal per mole
frontier orbital gap (alpha / beta)	5.16 / 5.18	eV
E_LUMO (alpha / beta)	0.0780 / 0.0779	Ha
charge	-1
spin multiplicity	6
energy	-3998.39493	Eh
E_HOMO (alpha / beta)	-3.04 / -3.06	eV

Geometry (Å):
Sm (0.000, 0.000, 0.000)
C (3.820, 1.686, 1.132)
C (2.402, 1.721, 0.626)
O (2.088, 0.701, -0.047)
C (1.597, 2.734, 0.984)
C (0.239, 2.533, 0.435)
C (-0.061, 3.234, -0.868)
N (-0.674, 1.752, 0.907)
N (-0.461, 1.269, 2.236)
C (0.028, 0.070, 2.494)
O (0.463, -0.925, 1.858)
C (0.102, -0.279, 3.998)
C (0.460, -1.542, 4.511)
C (0.466, -1.799, 5.888)
C (0.114, -0.795, 6.786)
C (-0.240, 0.464, 6.309)
C (-0.244, 0.716, 4.931)
H (4.537, 1.686, 0.302)
H (4.004, 0.798, 1.750)
H (4.051, 2.559, 1.753)
H (1.836, 3.574, 1.606)
H (0.735, 3.934, -1.137)
H (-0.998, 3.790, -0.772)
H (-0.168, 2.492, -1.665)
H (0.736, -2.334, 3.819)
H (0.748, -2.786, 6.239)
H (0.117, -0.994, 7.852)
H (-0.515, 1.258, 6.994)
H (-0.522, 1.703, 4.570)
F (-3.399, -0.409, 3.950)
C (-3.520, -1.442, 3.069)
F (-3.876, -2.537, 3.805)
F (-4.600, -1.159, 2.284)
S (-2.008, -1.737, 2.087)
O (-1.701, -0.462, 1.438)
O (-1.002, -2.181, 3.057)
N (-2.578, -2.891, 1.158)
S (-2.353, -2.583, -0.383)
O (-1.226, -1.717, -0.728)
O (-2.453, -3.783, -1.225)
C (-3.871, -1.623, -0.741)
F (-3.930, -0.415, -0.118)
F (-4.040, -1.380, -2.074)
F (-4.990, -2.303, -0.340)
C (-1.099, 1.893, -4.582)
C (0.270, 2.124, -3.962)
P (0.560, 1.079, -2.487)
C (2.248, 1.513, -1.925)
C (3.191, 2.123, -2.945)
C (0.723, -0.617, -3.158)
C (1.786, -0.857, -4.210)
H (-1.249, 2.577, -5.424)
H (-1.904, 2.071, -3.860)
H (-1.204, 0.872, -4.963)
H (0.337, 3.175, -3.660)
H (1.036, 1.966, -4.727)
H (2.716, 0.627, -1.482)
H (2.137, 2.235, -1.107)
H (3.336, 1.485, -3.821)
H (4.174, 2.288, -2.490)
H (2.830, 3.096, -3.293)
H (-0.248, -0.915, -3.570)
H (0.913, -1.294, -2.317)
H (1.665, -0.205, -5.080)
H (1.728, -1.891, -4.566)
H (2.792, -0.715, -3.806)
C (1.956, -3.420, -2.246)
C (2.264, -2.282, -1.316)
N (3.572, -2.149, -0.966)
O (1.410, -1.513, -0.891)
H (2.856, -3.984, -2.506)
H (1.516, -3.023, -3.165)
H (1.249, -4.098, -1.760)
H (4.304, -2.761, -1.295)
H (3.815, -1.391, -0.340)
H (-1.490, 0.973, -1.148)

Atom charges from the Löwdin analysis, given in e for atoms 1 to 6:
1 Sm 1.3437
2 C -0.0073
3 C -0.5770
4 O -0.3431
5 C -0.0180
6 C -0.3661